{"formula": "C3HClFO2", "method": "wB97M-V/def2-TZVPD", "largest_force_ha_per_bohr": 0.070, "total_charge": -1, "de_lowest_kj_mol": 205.7, "homo_lumo_gap_ev": 6.25, "symbols": ["C", "C", "C", "O", "O", "F", "Cl", "H"], "coordinates": [[-0.621, -1.700, -0.593], [-0.622, -1.486, 0.673], [0.744, 2.169, 0.456], [1.629, 2.259, 1.192], [0.027, 2.299, -0.440], [-0.034, -0.873, -1.679], [0.267, -0.296, 1.565], [-1.391, -2.372, -1.174]]}

---

{"formula": "C4H11N2O", "method": "wB97M-V/def2-TZVPD", "largest_force_ha_per_bohr": 0.016, "total_charge": 1, "de_lowest_kj_mol": 367.9, "homo_lumo_gap_ev": 9.44, "symbols": ["C", "C", "C", "C", "N", "N", "O", "H", "H", "H", "H", "H", "H", "H", "H", "H", "H", "H"], "coordinates": [[2.497, -0.133, -0.109], [-1.307, 2.086, -0.431], [-0.845, -2.291, -0.003], [-0.479, 0.019, 0.649], [-0.592, 1.320, 0.559], [-1.016, -0.865, -0.148], [3.767, 0.112, -0.023], [2.393, -0.769, -1.022], [-0.612, 2.739, -0.962], [-1.803, 1.448, -1.157], [-2.060, 2.711, 0.051], [-1.717, -2.736, 0.481], [-0.726, -2.742, -0.987], [0.040, -2.508, 0.593], [0.141, -0.366, 1.450], [-0.094, 1.877, 1.240], [4.007, 0.667, 0.743], [-1.595, -0.568, -0.923]]}

---

{"formula": "C4H9NO", "method": "wB97M-V/def2-TZVPD", "largest_force_ha_per_bohr": 0.017, "de_lowest_kj_mol": 354.6, "homo_lumo_gap_ev": 7.60, "symbols": ["C", "C", "C", "O", "N", "C", "H", "H", "H", "H", "H", "H", "H", "H", "H"], "coordinates": [[1.993, -0.539, -0.020], [0.950, 0.564, -0.186], [-0.247, 0.321, 0.709], [-0.193, -0.117, 1.834], [-1.573, 0.596, 0.137], [-2.147, -0.655, -0.588], [1.590, -1.488, -0.388], [2.895, -0.293, -0.588], [2.248, -0.659, 1.036], [1.388, 1.523, 0.132], [0.658, 0.665, -1.235], [-1.566, 1.371, -0.526], [-1.540, -0.705, -1.498], [-1.847, -1.484, 0.081], [-2.246, 0.762, 0.872]]}

---

{"formula": "C4H10OS", "method": "wB97M-V/def2-TZVPD", "largest_force_ha_per_bohr": 0.070, "spin_multiplicity": 2, "total_charge": 1, "de_lowest_kj_mol": 196.4, "homo_lumo_gap_ev": [9.79, 4.78], "s2": 0.75, "symbols": ["C", "S", "C", "H", "H", "H", "H", "H", "H", "C", "C", "O", "H", "H", "H", "H"], "coordinates": [[1.542, -0.969, 0.380], [1.495, -1.876, -1.155], [0.011, -1.172, -1.877], [1.601, 0.110, 0.243], [0.646, -1.446, 0.884], [2.452, -1.345, 0.958], [-0.504, -1.602, -2.914], [0.108, -0.037, -2.047], [-0.701, -1.026, -1.072], [-1.771, 1.172, 0.206], [-0.684, 1.518, 0.885], [-0.275, 0.982, 2.175], [-2.246, 1.689, -0.723], [-2.247, 0.412, 0.939], [0.100, 2.072, 0.539], [0.474, 1.519, 2.579]]}

---

{"formula": "N2", "method": "wB97M-V/def2-TZVPD", "largest_force_ha_per_bohr": 0.279, "de_lowest_kj_mol": 1014.8, "homo_lumo_gap_ev": 8.83, "symbols": ["N", "N"], "coordinates": [[0.000, 0.000, 0.895], [0.000, 0.000, -0.895]]}

---

{"formula": "C12H19N5O3S", "method": "wB97M-V/def2-TZVPD", "largest_force_ha_per_bohr": 0.073, "de_lowest_kj_mol": 77.6, "homo_lumo_gap_ev": 7.14, "symbols": ["O", "O", "O", "S", "C", "C", "C", "C", "C", "C", "N", "N", "N", "N", "N", "C", "C", "C", "C", "C", "C", "H", "H", "H", "H", "H", "H", "H", "H", "H", "H", "H", "H", "H", "H", "H", "H", "H", "H", "H"], "coordinates": [[0.786, -3.329, -0.167], [-1.408, -0.954, -0.154], [0.390, 0.434, 3.766], [1.030, 1.372, -2.852], [0.127, -3.422, -1.172], [-0.291, -0.568, -0.509], [0.113, 0.003, 2.650], [-0.446, 4.465, 0.823], [0.294, 3.340, 0.562], [-0.409, 4.192, -1.346], [-0.809, 5.029, -0.366], [-0.138, -1.315, 2.412], [-0.068, -2.457, -2.070], [0.428, 0.304, 0.201], [0.321, 3.201, -0.784], [-0.473, -4.770, -1.549], [0.069, -2.367, 3.410], [0.128, -0.247, -3.014], [0.734, 2.325, 1.599], [0.373, -1.093, -1.786], [-0.008, 0.961, 1.457], [-0.761, 4.785, 1.795], [-0.554, 4.312, -2.408], [-1.321, 5.863, -0.505], [-0.448, -1.570, 1.491], [-0.469, -2.600, -2.970], [1.350, 0.533, -0.191], [0.717, 2.425, -1.293], [-1.553, -4.652, -1.649], [-0.285, -5.408, -0.705], [0.073, -5.103, -2.427], [0.567, -3.153, 2.868], [-0.926, -2.693, 3.771], [0.647, -1.973, 4.277], [-0.918, -0.080, -3.055], [0.477, -0.816, -3.881], [1.829, 2.206, 1.610], [0.455, 2.776, 2.541], [1.450, -1.089, -1.677], [-1.076, 1.132, 1.297]]}

---

{"formula": "C4H12N2S", "method": "wB97M-V/def2-TZVPD", "largest_force_ha_per_bohr": 0.071, "spin_multiplicity": 2, "total_charge": 1, "de_lowest_kj_mol": 284.3, "homo_lumo_gap_ev": [10.15, 4.58], "s2": 0.76, "symbols": ["C", "N", "C", "C", "S", "C", "N", "H", "H", "H", "H", "H", "H", "H", "H", "H", "H", "H", "H"], "coordinates": [[-1.138, -0.584, -0.119], [0.181, -0.191, -0.428], [1.184, -0.239, 0.636], [2.623, -0.090, 0.163], [3.028, -1.627, -0.872], [-1.930, 0.581, 0.427], [-2.003, 1.519, -0.748], [-1.064, -1.382, 0.645], [-1.718, -1.062, -0.986], [1.727, -1.626, -1.404], [0.938, 0.517, 1.288], [1.199, -1.135, 1.271], [3.262, -0.189, 1.070], [2.892, 0.741, -0.465], [-2.920, 0.266, 1.060], [-1.242, 0.753, 1.340], [-2.871, 1.990, -0.519], [0.207, 0.731, -0.806], [-2.356, 1.028, -1.554]]}

---

{"formula": "C8H25BClCoNO4", "method": "wB97M-V/def2-TZVPD", "largest_force_ha_per_bohr": 0.048, "spin_multiplicity": 4, "de_lowest_kj_mol": 114.4, "homo_lumo_gap_ev": [8.20, 8.15], "s2": 3.76, "symbols": ["Co", "B", "H", "H", "H", "H", "Cl", "C", "C", "O", "O", "H", "H", "H", "H", "H", "H", "C", "O", "C", "C", "N", "C", "C", "O", "C", "H", "H", "H", "H", "H", "H", "H", "H", "H", "H", "H", "H", "H", "H", "H"], "coordinates": [[-0.422, -0.877, -0.737], [0.801, 0.060, -2.563], [-0.060, 0.569, -2.009], [0.770, -1.025, -2.214], [0.760, 0.134, -3.712], [1.749, 0.581, -2.142], [-2.494, -1.336, -1.947], [1.774, -2.909, -0.397], [2.102, -1.893, 0.681], [1.363, -0.707, 0.392], [0.384, -2.858, -0.844], [2.072, -3.903, -0.051], [2.430, -2.825, -1.264], [3.177, -1.709, 0.635], [1.799, -2.190, 1.688], [1.636, 0.046, 0.921], [0.345, -3.335, -1.683], [1.616, 4.557, -0.097], [0.494, 3.824, 0.334], [0.062, 2.902, -0.626], [-1.238, 2.189, -0.228], [-0.976, 0.943, 0.523], [-2.110, 0.510, 1.358], [-1.655, -0.807, 2.027], [-1.517, -1.789, 0.989], [-1.724, -3.120, 1.391], [1.563, 4.810, -1.163], [2.516, 3.929, -0.098], [1.820, 5.475, 0.444], [0.835, 2.144, -0.790], [-0.194, 3.281, -1.622], [-1.804, 1.930, -1.125], [-1.906, 2.898, 0.277], [-0.287, 1.290, 1.190], [-3.000, 0.366, 0.744], [-2.402, 1.250, 2.109], [-2.400, -1.173, 2.734], [-0.609, -0.790, 2.358], [-1.490, -3.779, 0.561], [-2.741, -3.309, 1.741], [-1.039, -3.356, 2.217]]}

---

{"formula": "H4O2", "method": "wB97M-V/def2-TZVPD", "smiles": "O.O", "largest_force_ha_per_bohr": 0.026, "de_lowest_kj_mol": 30.6, "homo_lumo_gap_ev": 11.95, "symbols": ["H", "H", "H", "H", "O", "O"], "coordinates": [[0.767, -0.383, 0.173], [1.463, 0.992, 0.018], [-1.202, -0.395, 0.666], [-1.285, -0.455, -0.741], [1.615, 0.023, -0.069], [-1.358, 0.218, -0.047]]}

---

{"formula": "C13H18NO", "method": "wB97M-V/def2-TZVPD", "largest_force_ha_per_bohr": 0.380, "total_charge": 1, "de_lowest_kj_mol": 1221.7, "homo_lumo_gap_ev": 7.09, "symbols": ["C", "H", "H", "H", "C", "H", "H", "C", "N", "H", "H", "C", "C", "C", "C", "C", "C", "C", "C", "C", "H", "H", "H", "H", "H", "H", "H", "H", "C", "H", "O", "H", "H"], "coordinates": [[1.011, 1.609, -3.831], [0.485, 2.294, -4.599], [0.908, 0.656, -4.029], [2.128, 1.831, -3.971], [0.754, 2.277, -2.195], [1.002, 3.109, -2.194], [1.128, 1.395, -1.559], [-0.625, 2.066, -2.013], [-1.031, 2.705, -0.720], [-2.037, 2.253, -0.522], [-1.213, 3.552, -1.053], [-0.028, 2.568, 0.433], [0.021, 1.417, 0.947], [0.308, 0.102, 1.091], [0.621, -1.115, 1.659], [-0.244, -1.820, 2.707], [-0.038, -2.944, 3.156], [0.953, -3.831, 2.441], [1.812, -3.190, 1.209], [1.418, -2.070, 0.848], [2.069, -1.532, 0.128], [2.408, -4.072, 0.747], [1.273, -4.872, 2.644], [-0.492, -3.577, 3.888], [-0.572, -1.039, 3.206], [0.759, 3.175, 0.050], [-0.762, 3.264, 1.326], [-1.163, 2.520, -2.971], [-1.361, 0.480, -1.949], [-1.436, 0.173, -3.014], [-2.437, 0.664, -1.423], [-2.879, -0.137, -1.258], [-0.593, -0.048, -1.439]]}